# 1
13
Properties=species:S:1:pos:R:3:forces:R:3 method="wB97M-V/def2-TZVPD" charge=+1 s_squared=6.004 orbital_gap_ev="7.265 / 8.165" lumo_energy_ha="-0.1497 / -0.2357" homo_ev="-11.3 / -14.6" multiplicity=5
H -0.352613 0.060771 2.116622 0.2 0.0 -0.2
O 0.104017 1.093081 -0.494881 -0.3 -0.5 -0.7
H 0.581054 -0.711350 -1.576721 -0.5 1.0 0.9
Rh -2.013476 -0.248537 -3.301142 -0.3 0.2 -1.4
C -0.188834 -0.213615 -0.886596 3.1 -0.1 0.1
O -0.173583 -0.979888 0.343453 -0.9 -0.6 -0.6
C 0.419693 -0.208271 1.384043 0.3 0.4 0.5
O -1.382040 -0.313788 -1.449777 -1.7 -0.4 0.9
H 2.003989 0.855265 0.306364 -0.3 0.0 0.1
C 0.961222 1.008767 0.627069 0.5 0.1 0.4
H 1.211637 -0.787769 1.874211 -0.3 0.1 -0.2
H 0.888904 1.940134 1.198491 0.0 -0.2 -0.2
Li -2.059975 -1.494798 -0.141133 0.3 0.0 0.3

=====

# 2
17
Properties=species:S:1:pos:R:3:forces:R:3 method="wB97M-V/def2-TZVPD" charge=+1 s_squared=6.095 orbital_gap_ev="4.280 / 5.594" lumo_energy_ha="-0.3322 / -0.2839" homo_ev="-13.3 / -13.3" multiplicity=5
H -23.146326 -4.877594 9.387571 -0.5 0.0 -0.6
C -26.196416 -5.012157 10.805056 0.4 0.3 0.8
H -22.854378 -7.839604 8.847265 -0.1 0.1 -0.2
Cl -23.919435 -3.351750 13.466382 2.2 1.7 0.3
C -23.522009 -5.903629 9.492500 0.9 1.2 1.5
Cr -22.052960 -1.876446 13.693080 -2.2 -1.7 -0.3
H -21.866688 -6.526919 8.179897 -0.2 0.1 -0.1
S -25.937773 -4.986312 9.058670 0.3 0.3 -0.3
H -25.285082 -4.629488 11.267260 0.2 -0.3 -0.1
C -22.434652 -6.849787 9.048026 -0.4 -1.1 0.0
O -27.110498 -5.455528 8.387192 0.9 0.1 0.3
O -24.787501 -6.116087 8.890459 -0.9 0.1 -0.5
H -21.746975 -7.041735 9.872664 0.1 0.3 0.0
H -26.412425 -6.016792 11.158658 -0.1 0.0 -0.1
O -25.333675 -3.720421 8.732137 -0.3 -0.4 0.1
H -23.660446 -5.961367 10.580477 0.0 -0.5 -0.1
H -26.940935 -4.300362 11.156776 -0.4 -0.1 -0.6

=====

# 3
18
Properties=species:S:1:pos:R:3:forces:R:3 method="wB97M-V/def2-TZVPD" smiles="CC(=O)C(=O)O.C=C(O)O" orbital_gap_ev=8.665 lumo_energy_ha=-0.0024 homo_ev=-8.7 multiplicity=1
O -1.776132 2.040350 -0.043542 1.1 -0.2 0.2
H 1.071495 -2.897035 0.403914 0.2 0.0 -0.1
H -0.286278 1.791009 -1.732554 0.3 0.1 -0.4
O 0.443087 -1.752711 -1.918009 -0.2 0.3 0.8
H 1.402322 -1.323132 1.181354 0.0 0.0 -0.1
C 0.697608 -1.240722 -0.863061 0.4 2.3 -0.4
O -0.507259 1.318497 1.774279 0.2 0.4 -1.2
H -1.611224 2.838885 0.482255 0.0 -0.1 -0.2
H 2.518163 -1.935661 -0.028542 -0.1 -0.1 -0.1
C 0.530428 0.490663 -0.635142 4.3 -4.7 -2.1
H -1.310678 -1.072433 1.047403 0.6 0.1 -0.2
C 1.464779 -1.889841 0.253910 -0.4 -0.2 0.3
H -2.100016 -0.513783 -0.546174 0.1 0.1 0.0
C -1.140175 1.008919 0.612925 -3.0 -1.6 1.4
O 1.443879 0.945836 0.075493 -1.9 0.7 0.2
H 0.424440 1.518024 1.486233 0.0 -0.2 0.3
C -1.482493 -0.293949 0.314857 -0.1 2.0 0.5
O 0.218054 0.967086 -1.865599 -1.4 0.9 1.0

=====

# 4
64
Properties=species:S:1:pos:R:3:forces:R:3 method="wB97M-V/def2-TZVPD" charge=+1 orbital_gap_ev=8.882 lumo_energy_ha=-0.1005 homo_ev=-11.6 multiplicity=1
O 0.446097 2.438339 -3.562910 0.1 -0.1 0.1
N 2.973652 3.390822 0.845711 -0.1 0.0 0.0
H -2.184169 -2.878043 -0.385777 0.1 -0.1 -0.1
H 3.145653 -2.485234 4.187379 0.0 0.1 0.0
O 1.464317 -2.787480 3.070830 0.4 -0.3 -0.2
C -0.257792 3.251618 -2.623276 -0.1 0.1 0.1
H 2.838089 -4.182377 3.797971 0.0 -0.1 0.0
H -1.507625 -1.259727 -0.614929 0.3 -0.2 -0.1
N -0.858737 -4.477463 0.711793 -0.1 0.3 -0.2
H 3.318831 0.667345 -0.394639 -0.1 0.0 -0.1
C 2.183659 2.173156 0.702032 0.2 0.2 -0.1
O -4.047832 2.246949 -0.273089 0.0 -0.3 -0.2
B 0.596993 -3.666674 2.542198 -0.3 -0.1 0.0
H 1.815124 -1.506414 -1.056280 -0.1 0.0 -0.3
H 3.379970 3.450406 1.769223 0.1 0.0 0.0
H 3.732926 3.410878 0.178666 0.0 0.1 -0.1
H -0.595542 -4.963984 3.442823 -0.4 -0.5 -0.2
H 0.763107 5.054500 -4.138418 -0.1 0.0 0.0
C 1.148684 2.945040 -4.604388 -0.1 0.1 -0.1
C 2.379721 -3.247250 4.098438 -0.1 0.4 -0.1
H -0.980885 -0.062147 1.306265 -0.2 0.0 0.1
O 0.309836 -4.861980 3.152169 0.5 0.4 0.2
H -3.224326 -0.034916 -1.168321 0.1 0.1 0.0
C -3.635546 1.187690 0.564312 0.1 0.2 0.0
H -2.606716 1.358418 0.911092 0.1 -0.1 0.0
H 0.688447 0.293409 -0.045562 -0.1 0.0 -0.1
H -0.291730 2.641621 -1.719704 0.0 0.0 0.0
H 1.579487 2.302370 -0.196748 -0.1 -0.1 0.0
C -3.755828 -0.099113 -0.220242 -0.4 -0.4 0.1
C -1.664875 3.580006 -3.075499 0.0 0.0 -0.1
H 0.315283 4.146594 -2.376712 0.0 0.0 0.0
H 3.904903 1.027621 1.200505 0.1 -0.1 0.0
H 1.498637 2.131071 1.552105 -0.1 0.0 0.0
H -4.181459 3.032991 0.253423 -0.1 0.3 0.2
H -1.121706 -4.428293 -0.266503 0.0 -0.1 -0.1
H -1.662217 4.182926 -3.983168 0.0 0.0 0.0
N 0.991179 -1.678823 -0.493194 -0.2 -0.1 0.2
H 2.914721 -1.207698 1.153096 -0.1 -0.1 0.1
H -4.808706 -0.221689 -0.468540 0.0 0.1 -0.1
H 1.044104 -3.743239 -0.708954 0.0 0.0 -0.1
H -4.260535 1.117250 1.459970 -0.1 0.0 0.0
H 0.048482 -0.805643 2.500864 0.1 -0.3 0.0
H -0.288741 -5.310353 0.791237 -0.1 -0.1 0.3
C 1.095699 -3.009655 0.093018 0.1 0.2 -0.2
C -0.250933 -0.853022 1.458483 -0.1 0.4 0.1
H 2.127371 -0.150455 2.293441 -0.1 0.0 0.1
H 2.058659 -3.165603 0.590892 0.0 0.0 0.1
C -1.976207 -1.933664 0.091433 -0.5 0.4 0.1
H -1.523007 -2.297120 2.069312 -0.3 -0.2 -0.1
C 0.974028 4.397400 -4.978550 0.2 0.1 0.2
H -4.067521 -2.086805 0.602701 0.0 -0.1 0.0
C 2.265852 -0.334201 1.227164 0.1 0.1 -0.2
C 0.927297 -0.612787 0.507585 0.3 0.0 0.0
H 1.891083 4.733687 -5.453425 0.0 -0.1 -0.1
H 0.161877 4.473685 -5.700799 0.0 0.0 0.0
H 1.862049 -3.353270 5.045028 -0.1 -0.1 0.1
C 2.989839 0.869366 0.626916 0.2 0.0 0.3
H -2.193956 4.132119 -2.298795 0.0 0.0 0.0
C -0.054665 -3.326451 1.079587 0.4 -0.4 0.5
C -3.295054 -1.323516 0.593117 0.2 0.2 0.1
H -2.215149 2.663763 -3.288299 0.0 0.0 0.1
N -0.992280 -2.138640 1.216538 0.3 0.3 -0.3
O 1.849007 2.199784 -5.226362 0.0 -0.1 0.0
H -3.180927 -1.007096 1.635765 0.0 0.0 0.1

=====

What energy above the lowest of the compared OMol25 structures with the same formula, charge and spin values result from the calculations? In sequence: 0.0 3.3 310.4 0.0 kJ/mol.
What DFT total energy values result from the calculations? In sequence: -12537.4105 -61151.8728 -15549.5545 -34078.2756 eV.